(1)
Density functional theory data (ωB97M-V with the def2-TZVPD basis set) for C29H28Cl5KN3OS5 as an isolated structure in a non-equilibrium geometry.

Properties
Expectation value of S² ... 0.757
Largest force on an atom ... 18.24 eV Å⁻¹
Energy relative to the best compared isomer or geometry (same formula, charge and spin) ... 1317.9 kJ/mol
Multiplicity ... 2
Frontier orbital gap (alpha / beta) ... 3.38 / 5.70 eV
Net charge ... -2
Highest occupied orbital energy (alpha / beta) ... 0.08 / -2.26 eV
E ... -6252.63827 hartree

The geometry in XYZ format:
```
72
Properties=species:S:1:pos:R:3:forces:R:3:mulliken_spin:R:1
K -2.653 -9.749 15.519 -0.4 0.0 0.5 0.02
C -2.570 -6.856 19.310 -1.7 -2.4 -2.5 0.00
C -1.557 -7.633 20.215 0.6 17.9 3.4 0.00
S -1.761 -7.654 22.100 0.8 -0.2 -1.7 0.00
C -1.171 -6.020 22.559 3.8 1.9 -5.7 0.00
C -1.582 -5.604 23.895 -0.2 -3.7 1.7 0.00
S -3.324 -5.293 24.226 -0.5 -0.1 1.1 0.00
C -4.097 -5.186 22.619 0.3 3.0 0.2 0.00
C -5.596 -5.211 22.740 -0.3 -2.0 3.9 0.00
S -6.326 -6.972 22.931 0.3 1.5 -0.3 0.00
C -5.496 -7.805 21.523 0.6 -2.8 2.2 0.00
C -5.429 -7.158 20.155 -1.1 2.2 1.2 0.00
S -4.162 -7.968 19.126 0.7 1.0 -0.1 0.00
H -2.085 -6.968 18.048 -1.5 1.0 4.2 0.00
H -3.142 -5.930 19.637 1.8 -0.6 -0.5 0.00
H -0.522 -6.926 19.725 -2.1 -2.4 2.3 0.00
H -1.464 -8.442 19.923 1.6 -14.0 -4.8 0.00
H -1.183 -5.371 21.512 -2.0 -0.7 2.7 0.00
H 0.006 -5.715 22.345 -1.7 -2.0 1.7 0.00
H -1.056 -4.753 24.144 1.3 1.6 0.9 0.00
H -1.214 -6.605 24.625 -1.0 3.1 -1.7 0.00
H -3.552 -5.857 22.048 -0.1 -2.0 -1.3 0.00
H -3.788 -4.238 22.115 -0.4 -0.1 0.6 0.00
H -6.109 -4.865 21.943 -1.2 1.4 -2.9 0.00
H -6.017 -4.563 23.620 1.1 -1.4 -1.3 0.00
H -6.032 -8.917 21.648 1.6 2.8 -0.9 0.00
H -4.431 -7.890 21.917 -1.3 -0.4 -0.7 0.00
H -5.300 -5.965 20.460 0.1 -2.9 -1.7 0.00
H -6.420 -7.230 19.645 0.8 0.3 0.1 0.00
C 1.676 -8.986 18.153 3.9 -1.9 2.8 0.00
C 0.216 -9.447 17.921 4.4 -1.9 3.0 0.00
N -0.555 -8.771 17.284 -3.4 4.9 -4.6 0.00
N -0.064 -7.528 16.733 0.0 -1.5 0.2 0.00
C -0.635 -7.057 15.616 -0.8 -0.5 0.3 0.00
O -1.501 -7.526 14.841 0.2 -0.8 0.2 0.00
C -0.215 -5.660 15.307 0.1 -0.5 0.9 0.00
C -0.182 -5.152 14.020 -1.6 0.6 -2.8 0.00
C 0.242 -3.855 13.746 -0.3 -2.3 7.4 0.00
C 0.552 -3.045 14.887 -0.8 -2.7 -3.3 0.00
C 0.428 -3.529 16.139 -0.5 -2.1 -0.7 0.00
C 0.075 -4.864 16.398 0.7 2.3 -3.4 0.00
C -0.497 -10.507 18.719 2.2 -0.6 -1.1 0.01
C -0.140 -10.967 19.966 0.8 3.2 -1.6 0.00
C -0.977 -11.624 20.723 -4.8 -7.1 4.0 0.01
C -2.244 -12.065 20.358 -1.6 -2.1 -5.1 -0.02
C -2.361 -11.853 18.789 4.8 2.5 4.2 0.00
N -1.414 -11.123 18.016 -3.7 -2.1 2.2 0.00
H 1.615 -7.908 18.568 0.5 -1.8 -0.7 0.00
H 2.659 -9.117 17.463 -3.2 0.7 0.4 0.00
H 2.322 -9.808 19.023 -2.5 2.6 -1.8 0.00
H -0.710 -5.568 13.065 1.3 -0.4 2.3 0.00
H 0.230 -3.639 12.799 0.3 2.1 -5.1 0.00
H 1.005 -2.194 14.584 1.1 3.3 0.1 0.00
H 0.696 -2.911 16.894 0.7 1.8 2.6 0.00
H 0.201 -5.257 17.326 -0.2 -1.1 2.5 0.00
H 0.319 -10.339 20.630 3.2 1.6 0.9 0.00
H -0.779 -12.330 21.605 1.0 2.3 -0.2 0.00
H -2.961 -12.982 20.979 2.3 3.5 -2.1 0.00
H -3.091 -12.007 18.141 -4.0 -1.8 -2.0 -0.01
Cl -7.184 -7.766 16.508 -0.1 -0.4 -0.2 0.00
C -7.390 -6.095 16.954 1.3 0.8 -0.3 0.00
C -7.840 -5.773 18.218 0.2 -2.0 0.0 0.00
C -7.904 -4.502 18.566 -0.7 3.1 -1.7 0.00
Cl -8.339 -3.993 20.218 0.0 0.0 0.3 0.00
C -7.784 -3.440 17.580 0.6 -1.1 1.1 0.00
Cl -8.249 -1.781 17.968 0.2 -0.5 -0.3 0.00
C -7.197 -3.795 16.359 -0.2 1.7 0.1 0.00
Cl -6.892 -2.405 15.195 -0.1 -1.6 0.9 0.00
C -6.859 -5.131 16.068 -1.6 0.5 0.7 0.00
Cl -6.091 -5.446 14.584 0.4 -0.4 -0.6 0.00
S -6.009 -11.993 17.469 0.4 0.6 -0.6 0.24
C -5.278 -10.928 16.484 0.0 -0.7 0.4 0.73
```
Positions in Å, forces in eV/Å.

---

(2)
Density functional theory data (ωB97M-V with the def2-TZVPD basis set) for a 10-piece molecular cluster, C3H26NO10S overall in a non-equilibrium geometry.

Properties
Largest force on an atom ... 2.76 eV Å⁻¹
Energy relative to the best compared isomer or geometry (same formula, charge and spin) ... 200.6 kJ/mol
Frontier orbital gap ... 9.11 eV
Net charge ... +1
Highest occupied orbital energy ... -12.09 eV
E ... -1334.96211 hartree

The geometry in XYZ format:
```
41
Properties=species:S:1:pos:R:3:forces:R:3:nbo_charge:R:1
O 0.693 2.949 3.173 0.4 0.7 0.3 -0.49
C 0.754 3.268 2.024 -0.8 -1.3 -1.3 0.44
C 0.322 2.224 0.951 1.2 0.1 -0.3 -0.17
C 1.257 2.147 -0.258 0.4 1.0 -1.3 -0.55
S 2.764 3.179 -0.127 0.7 -0.2 0.5 -0.06
N 0.300 0.863 1.629 -1.2 2.5 -0.3 -0.71
H 1.013 4.227 1.554 0.1 0.4 0.7 0.16
H -0.670 2.504 0.597 -0.2 -0.4 0.3 0.26
H 0.893 2.564 -1.193 -1.2 -0.1 0.4 0.25
H 1.473 1.135 -0.560 0.3 -0.2 0.5 0.25
H 3.511 2.415 -0.947 -0.2 0.1 0.3 0.16
H -0.246 1.052 2.499 0.2 -0.8 0.3 0.49
H 1.258 0.593 1.832 -0.1 -0.4 0.0 0.44
H -0.176 0.259 0.960 0.3 -0.5 0.1 0.47
H -1.548 1.485 4.602 0.2 0.0 -0.2 0.50
H -1.281 -0.010 4.387 0.0 -0.1 -0.2 0.51
O -1.262 0.845 3.936 -0.3 0.0 0.4 -0.97
H -4.070 -0.524 0.161 0.1 0.3 -0.1 0.48
H -2.805 -1.001 0.777 0.2 0.0 -0.1 0.46
O -3.147 -0.254 0.275 -0.3 -0.4 0.2 -0.94
H -1.651 0.953 -1.675 -0.2 -0.4 0.0 0.49
H -0.833 -0.388 -1.684 -0.5 0.0 0.0 0.51
O -0.799 0.555 -1.474 0.4 0.2 0.0 -0.99
H -1.277 -2.089 2.340 -0.2 0.0 -0.1 0.46
H -2.573 -1.517 3.004 0.0 0.0 -0.2 0.48
O -1.755 -1.997 3.167 0.1 0.1 0.3 -0.94
H 1.523 -3.528 -0.594 0.8 -0.8 -0.3 0.45
H 0.159 -3.351 -1.058 -0.4 -0.6 -0.8 0.46
O 0.962 -3.841 -1.315 -0.5 1.0 1.0 -0.90
H 0.884 -2.031 0.028 0.2 0.1 -0.1 0.47
H 1.692 -0.987 -0.779 0.1 -0.3 0.0 0.50
O 1.056 -1.092 -0.062 -0.1 0.0 0.2 -0.97
H -2.635 -3.087 -2.496 0.3 -0.6 -0.5 0.49
H -1.078 -3.558 -2.698 -0.7 -0.3 -0.6 0.50
O -1.708 -2.961 -2.292 0.4 0.8 1.4 -0.99
H 2.820 0.268 -2.356 -0.5 -0.5 0.6 0.47
H 4.121 0.738 -2.234 0.8 -0.2 0.9 0.48
O 3.484 0.301 -1.639 -0.3 0.5 -1.8 -0.94
H -0.453 -0.151 -3.674 -0.1 -0.2 0.0 0.47
H -0.374 -1.080 -4.861 -0.1 -0.2 0.1 0.48
O -0.600 -1.077 -3.921 0.4 0.7 -0.3 -0.95
```
Positions in Å, forces in eV/Å.

---

(3)
Density functional theory data (ωB97M-V with the def2-TZVPD basis set) for C4H7NO as an isolated structure.

Properties
Largest force on an atom ... 0.78 eV Å⁻¹
Energy relative to the best compared isomer or geometry (same formula, charge and spin) ... 642.2 kJ/mol
Frontier orbital gap (alpha / beta) ... 8.18 / 8.18 eV
Highest occupied orbital energy (alpha / beta) ... -7.89 / -7.88 eV
E ... -286.38705 hartree

The geometry in XYZ format:
```
13
Properties=species:S:1:pos:R:3:forces:R:3:nbo_charge:R:1
C -1.864 -0.475 0.209 -0.4 0.0 0.2 -0.38
C -0.227 -0.525 -0.670 0.1 0.0 0.0 0.05
O -0.216 0.162 0.486 0.1 0.0 0.0 -0.51
C 1.797 1.066 0.778 -0.1 -0.1 -0.1 -0.53
C 1.979 0.443 -0.416 -0.2 -0.4 -0.5 0.27
N 1.762 -0.200 -1.389 0.3 0.4 0.6 -0.45
H -2.377 0.425 -0.120 0.1 -0.2 0.0 0.22
H -2.194 -1.355 -0.346 0.0 0.0 0.0 0.22
H -1.983 -0.655 1.278 0.1 0.0 -0.3 0.23
H -0.518 -0.040 -1.602 0.1 -0.1 0.2 0.21
H 0.058 -1.577 -0.684 -0.1 0.2 0.1 0.20
H 2.171 0.596 1.682 -0.1 0.1 -0.2 0.23
H 1.611 2.136 0.794 0.0 -0.2 0.0 0.23
```
Positions in Å, forces in eV/Å.

---

(4)
Density functional theory data (ωB97M-V with the def2-TZVPD basis set) for C45H62N5OPSTi as an isolated structure in a non-equilibrium geometry.

Properties
Largest force on an atom ... 1.67 eV Å⁻¹
Energy relative to the best compared isomer or geometry (same formula, charge and spin) ... 187.1 kJ/mol
Frontier orbital gap ... 6.44 eV
Net charge ... +2
Highest occupied orbital energy ... -13.30 eV
E ... -3689.52705 hartree

The geometry in XYZ format:
```
116
Properties=species:S:1:pos:R:3:forces:R:3:lowdin_charge:R:1
Ti 0.036 -0.237 0.436 -0.1 -0.2 1.5 0.88
N -0.472 2.099 3.468 0.2 0.1 0.0 0.15
C 0.172 1.380 2.543 0.3 -0.5 0.5 -0.79
S 0.324 -0.349 2.800 0.3 -0.4 -0.5 0.79
N 0.679 1.981 1.501 -0.4 0.9 0.0 0.03
N 1.425 1.215 0.646 0.9 0.1 -0.2 -0.05
C 2.442 1.776 0.075 -0.1 0.3 0.4 -0.10
C 2.832 3.192 0.261 -0.1 0.4 0.2 -0.18
C 3.386 3.609 1.469 0.0 -0.2 -0.1 -0.02
C 3.882 4.895 1.596 0.1 0.0 0.0 -0.05
C 3.820 5.776 0.529 0.0 0.0 0.0 -0.05
C 3.251 5.370 -0.668 0.1 0.1 -0.1 -0.05
C 2.773 4.081 -0.810 -0.1 -0.1 0.1 -0.06
C 3.491 0.960 -0.564 0.4 -0.5 -0.4 -0.21
C 4.273 1.396 -1.634 -0.2 -0.1 0.1 0.02
C 5.397 0.661 -1.977 -0.1 -0.1 0.1 -0.02
C 5.726 -0.460 -1.229 -0.2 0.1 0.0 -0.01
C 4.878 -0.824 -0.192 0.3 0.0 -0.1 -0.12
N 3.789 -0.144 0.125 -0.1 0.4 0.3 0.10
H -0.666 1.701 4.374 0.0 0.0 -0.2 0.12
H -0.518 3.101 3.347 0.0 -0.1 0.1 0.09
H 3.457 2.914 2.293 0.0 -0.1 0.1 0.13
H 4.328 5.204 2.529 0.0 0.0 0.1 0.12
H 4.224 6.772 0.625 0.0 0.1 0.0 0.12
H 3.197 6.057 -1.500 0.0 0.0 -0.1 0.12
H 2.338 3.772 -1.752 0.0 0.0 -0.1 0.11
H 4.020 2.285 -2.186 0.0 0.1 0.0 0.11
H 6.016 0.977 -2.802 0.1 0.0 -0.1 0.12
H 6.608 -1.037 -1.447 0.1 -0.1 0.0 0.12
H 5.074 -1.693 0.422 0.1 -0.1 0.0 0.13
C -1.366 6.632 1.141 0.2 -0.1 -0.2 -0.04
C -0.320 5.514 1.080 -0.1 0.1 0.2 -0.36
C 0.414 5.400 2.420 0.0 -0.1 -0.3 -0.05
C -0.976 4.216 0.676 -0.1 0.0 -0.3 -0.18
C -2.042 3.697 1.397 0.0 -0.1 -0.3 0.00
C -2.757 2.595 0.958 0.0 0.0 0.1 -0.12
C -4.045 2.260 1.681 -0.1 0.0 0.1 -0.36
C -3.902 2.282 3.206 0.0 -0.1 -0.2 -0.07
C -5.162 3.231 1.272 0.1 -0.2 0.0 -0.02
C -2.391 1.940 -0.246 0.2 0.0 0.1 -0.10
C -1.336 2.479 -1.011 0.2 0.2 0.0 -0.15
C -0.628 3.571 -0.497 -0.3 0.0 0.1 -0.01
C -1.025 2.186 -2.475 -0.1 -0.1 -0.2 -0.35
C -1.407 3.421 -3.307 0.2 -0.1 0.0 -0.04
C -1.692 0.975 -3.124 0.2 0.0 0.3 -0.07
C -3.452 1.065 -0.838 -0.3 -0.1 -0.1 -0.21
C -4.405 1.796 -1.554 0.0 -0.1 0.0 -0.05
C -5.549 1.222 -2.070 0.1 0.0 0.0 -0.03
C -5.783 -0.124 -1.846 0.0 0.0 0.0 -0.04
C -4.839 -0.869 -1.169 0.1 -0.1 0.1 -0.10
C -3.653 -0.315 -0.674 0.3 0.2 0.1 -0.29
P -2.393 -1.466 0.038 -1.3 -0.6 0.1 1.19
C -2.416 -2.994 -1.177 0.4 0.2 -0.1 -0.62
C -1.063 -3.690 -1.006 -0.2 0.1 0.0 -0.09
C -3.505 -4.053 -0.980 0.0 0.2 0.2 -0.07
C -2.483 -2.497 -2.625 0.0 0.1 0.1 -0.07
C -3.132 -2.084 1.702 0.4 0.2 0.0 -0.65
C -2.223 -3.197 2.231 0.0 0.1 -0.2 -0.08
C -4.599 -2.516 1.694 0.1 0.0 -0.2 -0.06
C -3.044 -0.921 2.690 0.1 0.2 -0.2 -0.12
H -0.880 7.591 1.292 0.0 0.1 0.1 0.09
H -2.061 6.477 1.962 -0.1 0.0 0.1 0.08
H -1.938 6.682 0.218 -0.1 0.0 -0.1 0.09
H 0.416 5.778 0.314 0.0 -0.1 0.0 0.13
H -0.292 5.326 3.246 -0.1 0.0 0.2 0.08
H 1.016 6.291 2.579 0.1 0.1 0.1 0.09
H 1.073 4.535 2.421 0.1 0.0 0.1 0.05
H -2.380 4.214 2.282 -0.1 0.1 0.2 0.12
H -4.367 1.265 1.368 0.0 0.1 0.1 0.11
H -3.857 3.299 3.584 0.0 0.2 0.1 0.08
H -3.012 1.750 3.534 0.0 0.0 0.1 0.05
H -4.770 1.810 3.658 -0.1 0.0 0.1 0.09
H -4.846 4.262 1.405 0.0 0.2 0.1 0.09
H -6.039 3.048 1.889 -0.1 0.1 0.1 0.09
H -5.450 3.084 0.235 0.0 0.1 0.0 0.06
H 0.163 3.992 -1.094 0.1 0.1 -0.1 0.10
H 0.066 2.049 -2.546 -0.1 0.1 0.0 0.12
H -2.451 3.673 -3.139 -0.1 0.0 0.0 0.09
H -1.281 3.210 -4.367 0.0 0.0 -0.1 0.09
H -0.806 4.288 -3.053 0.0 0.1 0.0 0.08
H -2.732 1.178 -3.361 -0.1 -0.1 0.0 0.09
H -1.654 0.102 -2.476 -0.1 0.0 -0.2 0.03
H -1.190 0.749 -4.065 0.1 -0.1 -0.1 0.09
H -4.222 2.851 -1.702 0.0 0.1 0.0 0.13
H -6.257 1.817 -2.626 -0.1 0.1 0.0 0.12
H -6.685 -0.595 -2.205 -0.1 0.0 0.0 0.12
H -5.030 -1.917 -1.022 0.0 -0.1 0.0 0.08
H -0.927 -4.080 -0.001 0.1 0.0 0.1 0.07
H -0.274 -2.985 -1.241 0.1 -0.1 0.0 0.03
H -0.994 -4.530 -1.696 0.0 0.0 -0.1 0.11
H -3.448 -4.522 -0.004 -0.1 -0.1 0.1 0.07
H -3.355 -4.841 -1.719 0.1 0.0 -0.1 0.10
H -4.507 -3.671 -1.141 -0.1 -0.1 0.1 0.07
H -2.504 -3.354 -3.297 0.1 -0.1 0.0 0.10
H -3.376 -1.911 -2.824 0.0 0.1 -0.1 0.08
H -1.607 -1.902 -2.878 0.0 0.1 -0.1 0.06
H -2.252 -4.094 1.622 0.1 -0.1 -0.1 0.06
H -2.559 -3.480 3.227 0.0 0.0 0.1 0.10
H -1.190 -2.843 2.311 0.0 -0.1 0.0 0.06
H -4.795 -3.410 1.118 0.0 -0.1 -0.1 0.07
H -5.247 -1.715 1.342 0.0 0.0 0.0 0.08
H -4.881 -2.731 2.725 0.0 0.0 0.1 0.10
H -2.081 -0.411 2.644 -0.4 0.0 0.1 -0.02
H -3.172 -1.306 3.699 0.0 0.0 0.2 0.11
H -3.834 -0.204 2.511 -0.1 0.1 0.0 0.06
N 1.453 -1.138 -3.245 -0.3 0.2 0.2 0.27
C 1.228 -1.141 -1.941 0.9 -0.9 -1.1 -0.46
O 0.415 -0.322 -1.446 -0.1 0.2 -0.4 -0.12
C 1.930 -2.094 -1.026 -0.1 0.1 0.2 -0.15
C 1.385 -1.879 0.395 0.1 -0.1 0.0 -0.22
H 0.980 -0.463 -3.835 0.0 -0.1 0.1 0.14
H 2.056 -1.811 -3.692 0.0 0.0 0.2 0.15
H 2.998 -1.867 -1.078 -0.2 -0.1 -0.1 0.10
H 1.822 -3.124 -1.373 -0.1 0.0 -0.1 0.14
H 2.202 -1.609 1.073 -0.3 0.0 -0.1 0.04
H 0.914 -2.789 0.783 -0.2 0.2 0.0 0.07
```
Positions in Å, forces in eV/Å.